1.
Molecular formula: C26H40Cl30FN4O2
Method: DFT, ωB97M-V with the def2-TZVPD basis set

Cartesian coordinates (Å):
1 C 2.15363 3.14227 -1.39998
2 C 1.76822 1.86662 -1.25515
3 N 0.90153 1.44621 -0.24233
4 C 0.16900 0.35892 -0.24840
5 N 0.18777 -0.42050 -1.36965
6 C -0.23053 -1.81873 -1.17385
7 C 0.93869 -2.73603 -0.64014
8 C 2.36019 -2.15083 -0.64286
9 C 3.20017 -2.33643 -1.92932
10 C 3.12358 -3.75963 -2.52654
11 C 2.98006 -1.27392 -3.01014
12 C -0.71457 -2.48334 -2.47961
13 C -1.81135 -1.75618 -3.23747
14 F 0.32504 -2.74766 -3.34173
15 C -1.42600 -1.94864 -0.18814
16 C -1.79517 -0.61817 0.46303
17 C -2.73142 0.29567 -0.37154
18 C -4.16377 0.36458 0.20329
19 N -0.58888 0.13393 0.88838
20 C 0.20990 -0.50012 1.94825
21 O -0.44348 -0.46069 3.20100
22 N 0.01356 0.66426 3.92642
23 O -0.13714 0.51989 5.07528
24 H 3.21613 3.30781 -1.49200
25 H 1.41896 3.93293 -1.48134
26 H 2.10559 1.13414 -1.98097
27 H 0.83783 2.04300 0.57446
28 H -0.36883 0.06534 -2.07476
29 H 0.88937 -3.67334 -1.17757
30 H 0.72689 -3.00485 0.39168
31 H 2.40613 -1.09855 -0.35184
32 H 2.90750 -2.68715 0.13332
33 H 4.23803 -2.22100 -1.61953
34 H 4.13566 -4.11612 -2.70328
35 H 2.65019 -4.48640 -1.87151
36 H 2.65269 -3.75571 -3.50209
37 H 3.51938 -0.38184 -2.70557
38 H 3.46796 -1.59216 -3.92927
39 H 1.94026 -1.05324 -3.21691
40 H -1.11953 -3.44700 -2.16943
41 H -1.47624 -0.77099 -3.56492
42 H -2.01094 -2.31536 -4.14726
43 H -2.74705 -1.70801 -2.69639
44 H -2.32896 -2.30847 -0.67232
45 H -1.21585 -2.66791 0.59869
46 H -2.34499 -0.86993 1.36575
47 H -2.76822 -0.07457 -1.39226
48 H -2.31159 1.29957 -0.41182
49 H -4.39981 1.40040 0.40785
50 H -4.27614 -0.17801 1.13049
51 H -4.84683 -0.07765 -0.51529
52 H 0.52748 -1.51822 1.74239
53 H 1.10345 0.10993 2.05560
54 C -5.23074 4.03826 -2.00103
55 Cl -6.23829 3.15610 -0.85680
56 Cl -3.67919 3.21898 -2.20668
57 Cl -6.04615 4.21790 -3.55168
58 H -5.04176 5.02558 -1.60088
59 C -0.81075 -0.88757 8.04197
60 Cl -2.18839 -1.89720 7.58721
61 Cl -1.35709 0.57625 8.85749
62 Cl 0.31585 -1.78988 9.05539
63 H -0.29457 -0.59673 7.13716
64 C -5.35993 -3.52676 3.16915
65 Cl -7.02671 -3.17366 2.72181
66 Cl -4.40691 -3.95662 1.73972
67 Cl -4.63623 -2.15381 4.00869
68 H -5.36014 -4.37535 3.83973
69 C -2.30041 6.52417 -4.36625
70 Cl -1.55774 4.97426 -4.76277
71 Cl -2.82971 6.53525 -2.68181
72 Cl -1.18385 7.85220 -4.67198
73 H -3.16776 6.65598 -4.99989
74 C 4.22171 1.63038 3.31688
75 Cl 4.78890 3.05760 4.17243
76 Cl 2.54187 1.26334 3.74560
77 Cl 4.35891 1.84554 1.56698
78 H 4.84076 0.79093 3.60504
79 C -4.80300 1.47094 5.36029
80 Cl -5.44285 0.39828 6.60181
81 Cl -3.10294 1.09400 5.03250
82 Cl -5.76643 1.36296 3.88299
83 H -4.85982 2.48707 5.72735
84 C -1.23379 -4.58514 5.05688
85 Cl -0.64620 -4.73092 3.39172
86 Cl -2.96941 -4.89362 5.13101
87 Cl -0.35682 -5.67296 6.12477
88 H -1.06105 -3.56891 5.38895
89 C 4.99850 1.82105 -4.49868
90 Cl 3.23862 1.99093 -4.53266
91 Cl 5.53895 1.30807 -2.89357
92 Cl 5.53217 0.69295 -5.73918
93 H 5.44001 2.78750 -4.70339
94 C 1.20949 4.41068 -8.16651
95 Cl -0.33538 3.90382 -8.85100
96 Cl 1.05640 5.95235 -7.32669
97 Cl 1.83461 3.17477 -7.06776
98 H 1.91422 4.54019 -8.97721
99 C 7.34097 -1.30021 2.82657
100 Cl 5.76567 -1.30195 2.01746
101 Cl 8.64416 -1.29434 1.64469
102 Cl 7.47578 0.08365 3.91570
103 H 7.41886 -2.20435 3.41577

Properties
**Energy relative to the best compared isomer or geometry (same formula, charge and spin)**: 0.000 eV
**Charge**: +1
**Max |F|**: 1.73 eV/Å
**Lowest unoccupied orbital energy**: -3.7 eV
**HOMO level**: -11.76 eV
**Orbital gap**: 8.1 eV

2.
Molecular formula: C3H7N2Si
Method: DFT, ωB97M-V with the def2-TZVPD basis set

Cartesian coordinates (Å):
1 C -0.52651 2.16465 -0.30083
2 N 0.34720 1.46760 -0.92599
3 C 0.86150 0.14243 -1.08634
4 C 0.53960 -1.10995 -0.50618
5 N -0.21564 -1.40235 0.55028
6 Si -0.82833 -2.12637 1.89123
7 H -0.68171 3.21173 -0.54141
8 H -1.21739 1.70301 0.45459
9 H 0.97131 2.11483 -1.52596
10 H 1.70751 0.16757 -1.67570
11 H 1.08457 -1.92176 -1.13197
12 H -2.38127 -2.02726 2.13015
13 H 0.33915 -2.38413 2.66814

Properties
**Energy relative to the best compared isomer or geometry (same formula, charge and spin)**: 3.314 eV
**Charge**: +1
**Max |F|**: 3.28 eV/Å
**Lowest unoccupied orbital energy**: -4.7 eV
**Structure (SMILES)**: C=[NH+]/C=C\N=[SiH2]
**HOMO level**: -12.21 eV
**Orbital gap**: 7.5 eV

3.
Molecular formula: C33H29FIrN7O3S
Method: DFT, ωB97M-V with the def2-TZVPD basis set

Cartesian coordinates (Å):
1 Ir -0.56041 -0.01157 1.20136
2 C -2.43423 -4.35668 0.96107
3 N -3.10425 -3.06232 0.67824
4 C -4.21110 -3.03050 -0.02328
5 C -4.98716 -1.80270 -0.29484
6 N -3.61190 0.20669 0.47966
7 C -2.48068 -1.85510 1.10454
8 S -1.04270 -2.08056 2.24866
9 C -3.08389 1.43248 0.19240
10 C -3.84710 2.42685 -0.42932
11 C -3.25764 3.64254 -0.70938
12 C -1.93100 3.85231 -0.35151
13 C -1.22673 2.82561 0.24280
14 N -1.75414 1.62728 0.49765
15 H -2.75984 -5.08348 0.22281
16 H -2.70809 -4.69415 1.96409
17 H -1.35701 -4.23141 0.91360
18 H -4.69788 -3.98971 -0.18299
19 H -6.02967 -2.00017 -0.52113
20 H -4.88176 2.23742 -0.65858
21 H -3.83086 4.42208 -1.18043
22 H -1.44948 4.80070 -0.52113
23 H -0.20665 2.94425 0.55599
24 N -3.61472 -0.38084 2.87600
25 C -2.66629 0.26310 3.63314
26 C -3.06227 0.53207 4.98010
27 C -2.23032 1.22616 5.81801
28 C -1.00429 1.65273 5.27103
29 C -0.68813 1.33466 3.96756
30 N -1.47978 0.63439 3.11161
31 C -3.49543 -0.76551 1.52101
32 C -4.72499 -0.66512 0.66091
33 C -4.11917 -2.07770 -1.62822
34 C -3.00951 -1.57434 -2.01134
35 C -1.85639 -1.12509 -1.18927
36 N -1.72387 -1.19430 0.06227
37 H -4.41721 -0.72109 3.39462
38 H -4.02391 0.18344 5.31338
39 H -2.50871 1.43539 6.83749
40 H -0.28947 2.21831 5.84405
41 H 0.27981 1.65593 3.56515
42 H -5.62461 -0.28206 1.14068
43 H -4.70718 -2.51736 -2.42904
44 H -2.87318 -1.47589 -3.08277
45 H -1.06175 -0.61098 -1.71859
46 C 6.21145 2.48624 -1.05189
47 C 5.88463 1.11191 -1.59159
48 C 6.08813 1.00765 -3.09832
49 C 5.82976 -0.41332 -3.56488
50 C 4.47390 -0.88321 -3.14204
51 C 3.82565 -1.88696 -3.82724
52 C 2.54263 -2.32011 -3.44093
53 F 1.93406 -3.31763 -4.13877
54 C 1.89247 -1.77699 -2.41399
55 C 2.53011 -0.72143 -1.67938
56 C 1.87959 -0.11495 -0.57042
57 O 0.63604 -0.52949 -0.29227
58 C 2.58164 0.84546 0.13580
59 C 3.88239 1.20455 -0.27729
60 N 4.47924 0.68972 -1.29186
61 C 3.84317 -0.29064 -2.04036
62 C 2.06183 1.56048 1.36674
63 O 2.75733 2.37763 1.91219
64 O 0.86297 1.28014 1.82548
65 H 7.17991 2.77138 -1.45742
66 H 6.30605 2.51547 0.02810
67 H 5.49030 3.22965 -1.37417
68 H 6.50159 0.35505 -1.08564
69 H 7.11496 1.30216 -3.32435
70 H 5.42909 1.71275 -3.60921
71 H 6.57565 -1.08755 -3.13053
72 H 5.92252 -0.50787 -4.64887
73 H 4.29179 -2.35585 -4.67856
74 H 0.92206 -2.15505 -2.15234
75 H 4.42461 1.94505 0.28596

Properties
**Energy relative to the best compared isomer or geometry (same formula, charge and spin)**: 3.918 eV
**Charge**: +3
**2S+1**: 2
**Max |F|**: 5.24 eV/Å
**Lowest unoccupied orbital energy (alpha / beta)**: -10.5 / -10.5 eV
**HOMO level (alpha / beta)**: -16.26 / -16.25 eV
**Orbital gap (alpha / beta)**: 5.8 / 5.8 eV

4.
Molecular formula: C10H9AlBiI2N3O4S
Method: DFT, ωB97M-V with the def2-TZVPD basis set

Cartesian coordinates (Å):
1 I 1.62616 -3.66947 0.80240
2 I 1.67429 4.22555 0.29559
3 Bi 0.28695 1.90875 1.11589
4 Al 0.29292 -1.54729 0.98323
5 S 1.17737 -0.00832 -0.57642
6 C -1.58608 -1.89541 -0.05588
7 C -1.40576 -2.02391 2.38280
8 C 0.62178 -0.00539 -2.39776
9 C 1.46528 1.03906 -3.11372
10 C -0.86017 0.27081 -2.55938
11 C 0.98827 -1.38650 -2.91718
12 C -1.34681 2.47759 3.30196
13 C -1.97288 2.42239 -0.11283
14 O -2.22567 -2.28446 3.14686
15 O -2.55759 -2.41391 -0.39825
16 O -1.98968 2.55112 4.24204
17 O -2.84648 2.78692 -0.75272
18 H 1.20766 1.05880 -4.18183
19 H 2.52645 0.78718 -3.03961
20 H 1.32950 2.04862 -2.71733
21 H -1.14284 0.03803 -3.60081
22 H -1.09138 1.32743 -2.39489
23 H -1.46630 -0.34551 -1.88761
24 H 0.75335 -1.43374 -3.98902
25 H 0.44389 -2.18462 -2.40869
26 H 2.05965 -1.56661 -2.78782
27 N 0.91025 -0.50184 2.44635
28 C 1.08291 -0.42147 3.62878
29 N 1.37464 -0.14384 4.81551
30 C 0.62932 -0.44784 5.86847
31 N 0.04099 -0.66211 6.86189

Properties
**Energy relative to the best compared isomer or geometry (same formula, charge and spin)**: 0.000 eV
**Charge**: +4
**Max |F|**: 5.66 eV/Å
**Lowest unoccupied orbital energy (alpha / beta)**: -17.8 / -17.8 eV
**HOMO level (alpha / beta)**: -21.90 / -21.91 eV
**Orbital gap (alpha / beta)**: 4.1 / 4.1 eV

5.
Molecular formula: C3H8N3
Method: DFT, ωB97M-V with the def2-TZVPD basis set

Cartesian coordinates (Å):
1 C 0.67099 -1.49500 1.23111
2 C -0.48702 1.54018 -0.09930
3 C 0.21777 -1.03791 -1.85963
4 N 0.24492 -0.39050 0.77181
5 N -0.05086 0.26287 -0.37391
6 N -0.60325 2.08593 1.08450
7 H 0.83690 -2.41540 0.71307
8 H 0.50168 -1.71360 2.24379
9 H -0.69365 2.03751 -1.11021
10 H 1.23615 -0.80286 -1.73180
11 H -0.34982 -0.69997 -2.65382
12 H -0.18516 -1.86705 -1.40442
13 H -0.37789 1.50235 1.96799
14 H -0.96078 2.99346 1.22083

Properties
**Energy relative to the best compared isomer or geometry (same formula, charge and spin)**: 5.023 eV
**Charge**: +1
**Max |F|**: 4.54 eV/Å
**Lowest unoccupied orbital energy**: -4.4 eV
**HOMO level**: -13.63 eV
**Orbital gap**: 9.3 eV